Entry 1:
60
Properties=species:S:1:pos:R:3:forces:R:3 method="wB97M-V/def2-TZVPD" molar_mass_da=461.59 lumo_ev=-0.104 multiplicity=1 homo_lumo_gap_ev=8.15 smiles="CCCCc1ccc(NC(=O)CSC2=C(C#N)[C@@H](c3ccco3)C3=C(CCCC3=O)N2)cc1"
C -6.036240 -2.380016 -2.042197 0.23 -0.01 0.10
C -4.998026 -2.463641 -0.929168 -0.20 -0.08 0.12
C -5.530701 -1.987888 0.422489 0.06 0.07 -0.16
C -5.746018 -0.469442 0.499973 0.07 -0.25 0.10
C -4.451021 0.286869 0.429100 -0.12 0.06 -0.04
C -3.982107 0.804970 -0.770612 -0.01 0.00 0.22
C -2.790911 1.503967 -0.838729 0.10 0.12 -0.13
C -2.044110 1.704930 0.315194 -0.26 -0.17 -0.09
N -0.859061 2.458404 0.335582 -0.09 0.09 0.37
C -0.099178 2.841809 -0.716178 0.18 0.24 0.26
O -0.293119 2.547122 -1.873597 -0.08 -0.05 -0.28
C 1.076286 3.730023 -0.308719 0.27 -0.31 -0.07
S 2.649603 2.990624 -0.851406 -0.01 -0.03 0.08
C 2.540882 1.317032 -0.297090 -0.13 0.59 0.45
C 2.086559 0.883708 0.903892 0.52 -0.81 -0.87
C 1.661749 1.725759 1.926346 -0.12 0.72 0.51
N 1.271401 2.400367 2.775729 -0.07 0.07 0.12
C 1.923345 -0.608567 1.137294 -0.21 -0.10 -0.49
C 0.559725 -1.040058 0.688501 -0.22 -0.38 1.03
C -0.438116 -1.709415 1.330868 0.55 0.32 -0.22
C -1.475124 -1.875295 0.381049 0.02 0.10 -0.58
C -1.032066 -1.291300 -0.762899 -0.73 -0.49 0.26
O 0.199142 -0.782245 -0.589623 0.50 0.26 -0.09
C 2.973874 -1.355281 0.342514 -0.28 0.62 0.05
C 3.425570 -0.841748 -0.823886 0.10 -0.44 0.37
C 4.343807 -1.587504 -1.738613 -0.05 -0.19 -0.05
C 4.208612 -3.087548 -1.496482 0.16 0.10 0.04
C 4.411742 -3.388424 -0.017730 -0.10 -0.21 0.02
C 3.417372 -2.644516 0.855574 0.39 -0.34 -0.20
O 3.044391 -3.086571 1.924395 -0.04 0.09 -0.05
N 3.073773 0.429905 -1.195886 0.08 0.18 -0.18
C -2.496119 1.180050 1.522593 0.07 0.08 -0.09
C -3.681254 0.475169 1.571779 0.00 0.07 -0.11
H -6.340425 -1.351972 -2.221103 -0.09 0.11 -0.08
H -5.627345 -2.776297 -2.968863 -0.04 -0.01 -0.13
H -6.920895 -2.958474 -1.783602 -0.12 -0.04 -0.01
H -4.677372 -3.503738 -0.829629 0.10 0.03 -0.01
H -4.121455 -1.871890 -1.200098 0.10 -0.07 -0.01
H -4.826860 -2.275725 1.207129 -0.04 -0.03 0.09
H -6.479314 -2.489267 0.628475 0.00 -0.08 0.06
H -6.404764 -0.153414 -0.309378 -0.07 0.07 0.03
H -6.242696 -0.241797 1.445987 -0.07 0.06 -0.06
H -4.563874 0.675406 -1.671688 -0.09 -0.02 -0.11
H -2.443798 1.899950 -1.778209 0.03 0.02 -0.03
H -0.528426 2.678088 1.267471 0.11 0.06 -0.20
H 1.026612 4.661264 -0.875176 -0.04 -0.05 0.03
H 1.119459 3.945782 0.756918 -0.08 0.05 -0.09
H 2.024351 -0.853984 2.198719 -0.03 0.03 -0.18
H -0.426670 -2.048752 2.345701 0.09 -0.06 0.25
H -2.413682 -2.363938 0.534938 -0.27 -0.08 -0.05
H -1.476195 -1.166529 -1.729846 -0.01 0.08 -0.16
H 4.109779 -1.340438 -2.776905 0.02 0.06 -0.01
H 5.375443 -1.272785 -1.545573 -0.01 0.05 -0.06
H 4.939920 -3.631667 -2.096102 -0.06 0.00 -0.02
H 3.210884 -3.413183 -1.798272 0.00 -0.02 -0.06
H 4.321414 -4.455590 0.188322 0.01 0.06 0.08
H 5.413470 -3.075000 0.292683 0.04 -0.01 0.02
H 3.372701 0.794415 -2.088811 -0.10 -0.09 0.06
H -1.914055 1.331146 2.420912 0.08 0.01 0.11
H -4.022136 0.076661 2.516343 -0.05 -0.04 0.13

=====

Entry 2:
67
Properties=species:S:1:pos:R:3:forces:R:3 method="wB97M-V/def2-TZVPD" molar_mass_da=1079.35 lumo_ev="-4.797 / -4.797" multiplicity=1 homo_lumo_gap_ev="6.23 / 6.23" charge=+1
Re -0.478666 0.070681 -0.100071 -0.31 -0.95 -0.55
O -1.190219 -1.747017 0.035687 0.40 0.10 0.28
C -2.185400 -2.402100 -0.558193 0.14 0.01 0.07
C -2.793784 -3.460660 0.122045 0.02 -0.02 0.10
C -3.786551 -4.188316 -0.493942 -0.04 0.02 0.00
C -4.190376 -3.898010 -1.805143 0.02 0.05 -0.01
C -3.584065 -2.871203 -2.481881 -0.02 0.01 -0.04
C -2.579021 -2.101647 -1.862584 -0.07 0.04 -0.26
C -1.895516 -1.107169 -2.610171 -0.15 -0.18 -0.21
N -1.004529 -0.299075 -2.136563 0.53 -0.05 0.69
N -0.423595 0.531716 -3.079189 -0.38 0.01 -0.03
C 0.453055 1.292347 -2.525370 0.17 0.54 -0.17
O 0.782276 1.180665 -1.252552 0.29 -0.70 0.50
C 1.123067 2.345657 -3.311457 0.05 -0.06 0.08
C 0.458121 2.949833 -4.375130 0.01 -0.04 -0.05
C 1.086296 3.952169 -5.096213 -0.02 -0.01 0.01
C 2.378123 4.342910 -4.766295 -0.03 0.00 0.00
C 3.044190 3.732636 -3.712608 0.00 -0.01 0.04
C 2.413989 2.741911 -2.976773 0.05 0.01 -0.02
H -2.459595 -3.692527 1.124820 -0.02 -0.03 -0.01
H -4.261234 -4.999090 0.043803 0.03 0.00 -0.02
H -4.963321 -4.485557 -2.280321 0.01 0.01 0.02
H -3.862069 -2.638577 -3.503450 0.00 -0.02 0.03
H -2.096931 -1.009423 -3.674222 0.02 -0.02 0.01
H -0.545564 2.631250 -4.624374 0.01 0.02 0.01
H 0.565015 4.429825 -5.915474 0.02 0.00 0.01
H 2.866599 5.127889 -5.328848 -0.01 -0.02 -0.01
H 4.054442 4.029758 -3.463483 -0.02 0.00 0.00
H 2.928137 2.258837 -2.156302 -0.01 0.03 0.02
C -2.111326 0.703482 4.510424 0.03 0.05 0.03
C -1.372033 1.689655 3.869516 0.02 -0.04 -0.07
C -0.979575 1.517998 2.548316 -0.20 -0.02 0.27
C -1.291973 0.343005 1.860886 0.17 -0.30 -0.42
C -2.063158 -0.625366 2.498999 0.00 0.05 0.22
C -2.467628 -0.444296 3.818418 -0.02 0.00 -0.07
H -2.421480 0.838611 5.538827 -0.02 0.01 -0.04
H -1.119832 2.609422 4.381450 0.01 -0.03 0.03
H -0.435376 2.319835 2.064956 0.03 0.05 -0.05
H -2.366911 -1.516574 1.969843 0.02 0.00 0.08
H -3.072517 -1.203581 4.298837 0.01 0.02 0.00
C 1.077043 -2.086671 1.558269 0.15 0.03 0.22
N 2.285210 -2.619898 2.139226 0.05 0.18 0.01
C 3.352425 -2.588755 1.135586 -0.05 0.03 0.01
N 3.615544 -1.219093 0.685480 -0.12 -0.02 0.11
C 2.417800 -0.654476 0.113151 0.30 -0.18 0.24
N 1.250669 -0.641679 1.104627 0.31 -0.21 -0.49
C 1.736765 0.144401 2.310006 0.15 -0.01 -0.01
N 2.945395 -0.410348 2.863453 0.01 -0.12 -0.14
C 2.691028 -1.792797 3.279649 -0.05 0.00 -0.04
C 4.003780 -0.418229 1.849806 -0.03 0.00 0.02
H 0.263530 -2.114261 2.279300 -0.06 0.08 0.04
H 0.806999 -2.685920 0.695741 -0.04 0.02 -0.10
H 3.062114 -3.202183 0.282267 -0.01 -0.01 -0.03
H 4.263556 -2.999317 1.567980 0.01 -0.02 0.01
H 2.125004 -1.246053 -0.755957 -0.11 -0.01 -0.04
H 2.615608 0.365834 -0.196569 -0.10 0.09 0.01
H 0.954975 0.132175 3.059722 -0.09 -0.06 0.03
H 1.913339 1.171561 1.990395 -0.04 0.04 -0.07
H 1.900807 -1.803585 4.030747 -0.02 0.00 0.02
H 3.599333 -2.206741 3.715402 0.00 0.00 0.01
H 4.907061 -0.844654 2.283791 0.02 0.02 0.01
H 4.212135 0.605333 1.537929 0.00 0.03 -0.03
Se -3.804136 2.000216 0.644812 -0.67 0.23 0.51
Sb -3.532786 4.275101 -0.549849 -0.63 0.69 0.04
Se -1.806381 1.866035 -0.435428 0.16 0.87 -0.86
Se -4.428480 4.201352 -2.707511 0.20 0.04 0.33
Se -2.579406 5.822748 0.921760 -0.10 -0.26 -0.31

=====

In order of appearance, energy relative to the best compared isomer or geometry (same formula, charge and spin) = 0.0000; 0.6963 eV.